Record 1
ORCA calculation (ωB97M-V/def2-TZVPD) on C47H52Cl2F6N3O6RuSb as an isolated structure at a distorted geometry.

Summary:
LUMO (alpha / beta): 3.82 / 2.94 eV
<S²>: 6.063
Energy above the lowest of the compared OMol25 structures with the same formula, charge and spin: 36.03 kcal per mole
Charge: -2
Spin multiplicity: 5

```
118
C47H52Cl2F6N3O6RuSb ωB97M-V/def2-TZVPD
Ru 0.6614 -0.2237 0.3212
C -2.0439 3.6803 0.1535
C -1.9749 2.5191 -0.8515
C -2.1555 3.0951 -2.2573
C -3.0362 1.5233 -0.4519
C -4.3611 1.9380 -0.5469
C -5.3964 1.2183 0.0126
C -5.0966 0.1185 0.7929
C -3.8019 -0.3725 0.8609
C -3.4932 -1.4524 1.8762
C -4.4172 -2.6673 1.7930
C -3.5770 -0.8075 3.2658
C -2.7735 0.2716 0.1365
N -1.5538 -0.4143 -0.0713
C -1.6896 -1.6098 -0.5313
C -0.5661 -2.4726 -0.9979
N 0.6764 -2.1637 -0.3944
C 1.6910 -3.0649 -0.7650
C 1.7407 -4.3812 -0.2438
C 2.6068 -5.3014 -0.8242
C 3.4662 -4.9566 -1.8470
C 3.5208 -3.6380 -2.2462
C 2.6557 -2.6869 -1.7250
C 2.8305 -1.2467 -2.1265
C 4.0360 -0.6933 -1.3630
C 2.9989 -1.0238 -3.6286
C 1.1130 -4.8346 1.0632
C -0.4065 -4.7883 1.2124
C 1.7558 -3.9996 2.1714
H -1.3461 4.4611 -0.1387
H -1.7900 3.3411 1.1555
H -3.0460 4.1110 0.1817
H -0.9855 2.0549 -0.7838
H -3.0153 3.7644 -2.3020
H -2.3057 2.3078 -2.9917
H -1.2678 3.6699 -2.5104
H -4.5823 2.8582 -1.0669
H -6.4198 1.5530 -0.0968
H -5.8840 -0.3665 1.3529
H -2.4684 -1.8040 1.7371
H -5.4370 -2.4063 2.0674
H -4.0710 -3.4406 2.4761
H -4.4297 -3.0823 0.7876
H -4.5895 -0.4645 3.4742
H -2.9124 0.0512 3.3149
H -3.2760 -1.5184 4.0321
H -2.6844 -2.0105 -0.7577
H -0.8361 -3.5405 -0.9137
H 2.6242 -6.3182 -0.4498
H 4.1093 -5.7038 -2.2954
H 4.2535 -3.3433 -2.9825
H 1.9414 -0.6920 -1.8047
H 4.9271 -1.2935 -1.5461
H 3.8130 -0.6979 -0.2985
H 4.2324 0.3330 -1.6597
H 3.9024 -1.4955 -4.0171
H 3.0903 0.0452 -3.8044
H 2.1321 -1.4095 -4.1640
H 1.4124 -5.8837 1.2022
H -0.7465 -3.7606 1.2945
H -0.6951 -5.3136 2.1247
H -0.8974 -5.2741 0.3718
H 1.5700 -2.9513 1.9652
H 2.8315 -4.1556 2.2005
H 1.3369 -4.2506 3.1425
O -0.5188 -2.2254 -2.4190
O -1.1191 -3.2146 -3.1369
F 2.0208 1.5507 -0.9127
Sb 2.8049 3.3830 -0.7177
F 3.2537 3.9093 1.1829
F 1.3101 4.1827 -1.7925
F 3.5522 5.1795 -0.9642
F 3.4392 3.0640 -2.5675
F 4.4882 2.4377 -0.3850
Cl -0.1230 -1.0764 2.9645
C 1.4968 -0.8676 3.5270
C 1.7775 -1.0224 4.8597
C 3.0779 -0.8645 5.3243
C 4.0856 -0.5411 4.4221
C 3.8138 -0.3923 3.0836
Cl 5.0802 0.0493 2.0097
C 2.4919 -0.5453 2.5377
N 2.2398 -0.4318 1.2746
H 0.9736 -1.2656 5.5363
H 3.2995 -0.9749 6.3764
H 5.0991 -0.4028 4.7681
O 0.6382 5.6976 1.5812
C 0.7468 5.0336 2.7361
C 0.7649 5.7806 3.9171
C 0.9263 5.1685 5.1409
C 1.0488 3.7898 5.2263
C 0.9727 3.0319 4.0745
C 0.8141 3.6296 2.8298
C 0.7369 2.7747 1.6024
O 0.8941 3.3522 0.4898
O 0.4129 1.5798 1.7291
H 0.8364 5.0603 0.8536
H 0.6831 6.8537 3.8376
H 0.9589 5.7691 6.0393
H 1.2028 3.3124 6.1843
H 1.0492 1.9548 4.1164
C 0.7561 1.7107 -3.9615
C -0.2282 0.7694 -3.3350
O -0.1036 0.3573 -2.2032
C -1.4300 0.3902 -4.1477
C -2.4679 -0.2934 -3.5150
C -3.6054 -0.6651 -4.2020
C -3.7366 -0.3429 -5.5430
C -2.7222 0.3513 -6.1832
C -1.5767 0.7124 -5.4953
H 1.5149 1.9720 -3.2285
H 0.2522 2.6223 -4.2790
H 1.2328 1.2559 -4.8284
H -2.3646 -0.5261 -2.4710
H -4.3921 -1.2088 -3.6938
H -4.6302 -0.6261 -6.0878
H -2.8308 0.6098 -7.2294
H -0.7979 1.2516 -6.0107
```


Record 2
ORCA calculation (ωB97M-V/def2-TZVPD) on C47H52I2LaN7P3S2 as an isolated structure at a distorted geometry.

Summary:
LUMO: -2.51 eV
Energy above the lowest of the compared OMol25 structures with the same formula, charge and spin: 16.19 kcal per mole
Charge: +1
Spin multiplicity: 1

```
114
C47H52I2LaN7P3S2 ωB97M-V/def2-TZVPD
La -18.7436 12.6489 -3.4860
S -20.3732 11.2522 -5.8272
P -20.7334 13.2309 -6.2320
C -19.9344 14.1696 -5.1028
P -19.1866 15.6672 -4.8626
S -18.1402 15.6824 -3.1138
C -18.1656 16.0226 -6.3007
C -16.7853 16.1079 -6.2146
C -15.9804 16.6070 -7.2216
C -16.5929 16.9124 -8.4392
C -17.9732 16.7340 -8.6283
C -18.7867 16.4280 -7.5520
C -20.4078 17.0880 -4.8483
C -21.4856 17.0089 -5.6749
C -22.5082 17.9671 -5.6093
C -22.4025 18.9548 -4.6176
C -21.3233 18.9910 -3.7609
C -20.2951 18.0717 -3.8803
C -22.5294 13.5207 -6.2737
C -23.3061 12.8072 -7.1399
C -24.6729 13.0555 -7.3332
C -25.2024 14.1906 -6.6733
C -24.4616 14.8880 -5.7165
C -23.1582 14.5216 -5.5049
C -20.2621 13.4615 -8.0279
C -21.1105 14.0776 -8.9980
C -20.6242 14.1248 -10.2793
C -19.3532 13.7310 -10.6604
C -18.5468 13.0822 -9.6915
C -19.0185 12.9297 -8.4034
H -16.3623 15.9339 -5.2205
H -14.8982 16.6194 -7.1199
H -16.0371 17.3427 -9.2603
H -18.4777 16.8509 -9.5555
H -19.8756 16.3537 -7.6942
H -21.5658 16.0890 -6.2826
H -23.3807 18.0353 -6.2322
H -23.2248 19.6449 -4.4516
H -21.3008 19.6929 -2.9469
H -19.5566 18.0848 -3.1498
H -22.9501 11.9741 -7.6884
H -25.2528 12.3970 -8.0098
H -26.2479 14.4894 -6.8060
H -24.9620 15.5973 -5.0691
H -22.5132 14.9655 -4.7592
H -22.1289 14.4741 -8.7343
H -21.2811 14.5341 -11.0271
H -19.0051 13.8498 -11.6833
H -17.5589 12.6730 -9.9224
H -18.3852 12.3574 -7.7399
I -21.0301 9.3507 0.0376
C -22.2380 10.7740 -0.9610
I -21.7157 11.0948 -3.0579
H -22.2153 11.7728 -0.4223
H -23.2840 10.3724 -0.9634
C -23.0475 15.9587 -0.4295
C -22.2412 15.6570 0.6717
C -21.0362 14.9435 0.4915
C -20.6739 14.5193 -0.7802
C -21.4449 14.8159 -1.9086
C -22.5959 15.5368 -1.7037
N -19.4713 13.7381 -0.9974
N -18.7211 13.7395 -0.0231
C -17.3870 13.2171 -0.2673
C -16.4718 13.4996 0.7496
C -15.0916 13.3292 0.5910
C -14.5841 12.8393 -0.6142
C -15.5097 12.4490 -1.6013
C -16.9013 12.6667 -1.4898
H -23.9704 16.5783 -0.3670
H -22.4978 15.9980 1.6927
H -20.4011 14.7436 1.3464
H -21.0461 14.4990 -2.8740
H -23.2205 15.8120 -2.5842
H -16.8427 13.9019 1.6629
H -14.4724 13.5494 1.4650
H -13.5377 12.8865 -0.7633
H -15.1167 12.0649 -2.5436
N -16.7468 12.7239 -5.4464
H -15.7291 12.6494 -5.2642
H -16.8430 13.6482 -5.8399
H -16.9975 11.9964 -6.1189
C -14.6906 9.9305 1.4867
N -14.3867 8.7892 0.5317
C -14.3149 7.4600 1.2993
N -15.4280 7.1839 2.0998
C -15.7168 8.3532 2.9226
N -15.8877 9.6460 2.2113
C -17.1319 9.6339 1.4217
P -17.1603 8.3112 0.1809
C -15.4853 8.7217 -0.4930
C -16.6314 6.9393 1.2268
H -14.6543 10.9129 0.8838
H -13.8411 9.8381 2.1414
H -13.4421 8.8165 0.1062
H -13.3767 7.4317 1.8872
H -14.1926 6.7006 0.5485
H -14.8687 8.4529 3.6960
H -16.6517 8.1972 3.5189
H -17.2498 10.6107 0.9392
H -17.9784 9.5585 2.0600
H -15.6586 9.7376 -0.9011
H -15.1806 8.1016 -1.3291
H -16.3874 6.0375 0.6005
H -17.3982 6.4823 1.8544
C -18.9581 7.0919 -5.1225
C -19.6324 8.2379 -4.2851
C -18.6746 9.1945 -3.8106
N -17.9154 10.0386 -3.5890
H -19.7132 6.3164 -5.4153
H -18.1700 6.6195 -4.5412
H -18.6277 7.5336 -6.0638
H -20.1483 7.9104 -3.4222
H -20.3019 8.7873 -4.9453
```


Record 3
ORCA calculation (ωB97M-V/def2-TZVPD) on C47H52N3OP2PbTe as an isolated structure at a distorted geometry.

Summary:
LUMO (alpha / beta): -9.14 / -9.24 eV
Charge: +3
Spin multiplicity: 1

```
107
C47H52N3OP2PbTe ωB97M-V/def2-TZVPD
Pb -0.0436 -0.2297 -0.9154
C -2.3374 -0.0721 2.1718
P -2.9217 -0.7785 0.5260
C -3.7750 -2.2332 1.2222
C -5.1126 -2.2370 1.6116
C -5.6325 -3.3502 2.2474
C -4.8344 -4.4583 2.4873
C -3.5014 -4.4560 2.1027
C -2.9696 -3.3436 1.4812
C -4.2658 0.3321 -0.0082
C -5.1262 -0.1934 -0.9760
C -6.0620 0.6100 -1.6010
C -6.1566 1.9531 -1.2669
C -5.3012 2.4813 -0.3139
C -4.3552 1.6838 0.3082
C -0.9378 -0.4340 2.4360
C -0.4130 -0.8766 3.6740
C 0.9420 -1.0422 3.4976
C 1.2042 -0.7264 2.1492
C 2.4923 -0.7724 1.4396
P 2.2493 -1.6957 -0.1587
C 3.9062 -1.7532 -0.8865
C 4.5079 -2.9544 -1.2590
C 5.8221 -2.9526 -1.6910
C 6.5292 -1.7626 -1.7787
C 5.9178 -0.5619 -1.4456
C 4.6088 -0.5537 -1.0087
C 1.8865 -3.4199 0.2707
C 1.5453 -4.2801 -0.7785
C 1.3521 -5.6289 -0.5392
C 1.5104 -6.1309 0.7451
C 1.8526 -5.2809 1.7855
C 2.0246 -3.9254 1.5602
N 0.0563 -0.3613 1.5128
H -2.4732 1.0096 2.1072
H -2.9810 -0.4449 2.9723
H -5.7451 -1.3806 1.4302
H -6.6615 -3.3494 2.5702
H -5.2450 -5.3213 2.9846
H -2.8747 -5.3125 2.2955
H -1.9133 -3.3189 1.2234
H -5.0663 -1.2492 -1.2105
H -6.7210 0.1902 -2.3447
H -6.9055 2.5747 -1.7365
H -5.3781 3.5234 -0.0459
H -3.7183 2.1390 1.0515
H -0.9681 -1.0129 4.5781
H 1.6598 -1.3532 4.2313
H 2.8059 0.2272 1.1295
H 3.2824 -1.2235 2.0455
H 3.9679 -3.8873 -1.1881
H 6.2993 -3.8848 -1.9529
H 7.5589 -1.7688 -2.0994
H 6.4692 0.3627 -1.5179
H 4.1301 0.3758 -0.7460
H 1.4752 -3.8888 -1.7865
H 1.0943 -6.2961 -1.3496
H 1.3896 -7.1876 0.9304
H 1.9961 -5.6866 2.7745
H 2.2810 -3.2818 2.3856
O 1.9665 1.6373 -0.4628
C 2.3397 2.3305 -1.6374
C 2.3914 1.3945 -2.8156
C 3.2992 1.6308 -3.8428
C 3.3200 0.7836 -4.9362
C 2.4239 -0.2780 -4.9695
C 1.5485 -0.4303 -3.9137
N 1.5190 0.3894 -2.8648
H 1.7000 2.2842 0.2005
H 3.3224 2.8017 -1.5049
H 1.6014 3.1133 -1.8581
H 3.9839 2.4605 -3.7815
H 4.0171 0.9539 -5.7422
H 2.4188 -0.9674 -5.7951
H 0.8250 -1.2352 -3.9016
C -0.9479 -4.0176 -3.2435
Te -1.6922 -2.7319 -1.6486
C -2.6548 -1.4636 -3.0939
H -1.7445 -4.1578 -3.9693
H -0.7133 -4.9823 -2.8050
H -0.0662 -3.6373 -3.7526
H -1.9474 -1.1908 -3.8682
H -3.0177 -0.5842 -2.5770
H -3.4944 -1.9779 -3.5484
C -2.9768 3.9677 -4.4017
N -2.1077 2.7900 -4.6081
C -2.9301 1.5785 -4.7857
C -0.9849 2.6039 -3.6054
C -1.2113 2.9944 -2.1590
C -1.4398 4.3438 -1.8542
C -1.5551 4.7837 -0.5525
C -1.3668 3.8967 0.4884
C -1.0630 2.5742 0.1988
C -1.0048 2.1115 -1.1027
H -3.7405 3.9893 -5.1773
H -2.3994 4.8862 -4.4844
H -3.4613 3.9177 -3.4270
H -1.6354 2.9399 -5.5070
H -3.4963 1.3608 -3.8812
H -2.2994 0.7300 -5.0458
H -3.6275 1.7390 -5.6064
H -0.1449 3.2017 -3.9734
H -0.6909 1.5526 -3.6438
H -1.5042 5.0729 -2.6448
H -1.7509 5.8243 -0.3552
H -1.4268 4.2248 1.5136
H -0.8380 1.9072 1.0118
```


Record 4
ORCA calculation (ωB97M-V/def2-TZVPD) on C47H55As2F3N2NaO3SSb as an isolated structure at a distorted geometry.

Summary:
LUMO: -0.71 eV
Energy above the lowest of the compared OMol25 structures with the same formula, charge and spin: 52.82 kcal per mole
Charge: 0
Spin multiplicity: 1

```
115
C47H55As2F3N2NaO3SSb ωB97M-V/def2-TZVPD
Na 1.3396 -1.6081 -0.9792
C -5.2106 -3.2040 3.7415
As -4.2723 -1.6938 2.7519
C -2.6815 -2.7709 2.1812
C -5.2955 -1.6284 0.9667
C -6.4698 -2.3376 0.8483
C -7.2227 -2.3867 -0.3719
C -6.8037 -1.6091 -1.4711
C -5.6628 -0.7957 -1.3129
C -4.9772 -0.7440 -0.0909
As -3.8145 0.7756 0.4598
C -5.2524 2.0856 0.5134
C -3.1457 1.2186 -1.3525
H -5.4465 -4.0099 3.0128
H -6.1259 -2.7516 4.1911
H -4.5389 -3.5291 4.5295
H -2.4885 -3.6431 2.8482
H -1.8403 -2.0863 2.3399
H -2.8112 -3.1556 1.1887
H -6.8859 -2.8421 1.7269
H -8.1500 -2.9792 -0.4208
H -7.2888 -1.7119 -2.4377
H -5.3072 -0.1109 -2.1390
H -6.2074 1.7503 0.0458
H -4.9287 3.0438 -0.0036
H -5.4556 2.4472 1.5824
H -4.0178 1.4653 -2.0505
H -2.5262 0.4148 -1.7978
H -2.5420 2.1417 -1.2741
C 3.5070 3.0767 -6.1292
C 3.5202 3.4060 -4.6696
C 4.9443 3.4330 -4.0645
C 3.0116 4.8849 -4.5690
C 2.6827 2.3601 -3.9387
C 1.8499 2.7436 -2.8872
C 1.3233 1.8049 -2.0543
N 1.3390 0.4807 -2.2681
C 1.9484 0.1068 -3.4325
C 2.7465 0.9683 -4.1912
C 1.7090 -1.1879 -4.0112
C 1.6110 -1.2104 -5.4390
C 1.4421 -2.4576 -6.0437
C 1.2676 -3.5510 -5.1660
C 1.1877 -3.3693 -3.8438
N 1.4628 -2.1989 -3.1622
C 1.3781 -2.6203 -7.5609
C 1.6863 -4.0580 -8.0334
C -0.0318 -2.2564 -8.0315
C 2.3703 -1.7361 -8.3569
H 4.1246 3.7952 -6.6672
H 2.4545 3.1193 -6.4254
H 3.9062 2.0322 -6.3651
H 5.5456 4.1407 -4.5506
H 5.4228 2.4497 -4.1132
H 4.8489 3.6896 -2.9879
H 3.7091 5.4781 -5.1100
H 3.1004 5.2275 -3.5143
H 1.9724 5.0337 -4.9736
H 1.6431 3.7844 -2.6815
H 0.8468 2.2104 -1.1755
H 3.3178 0.5622 -4.9795
H 1.5833 -0.2643 -6.0082
H 1.0931 -4.5237 -5.5558
H 0.8480 -4.1903 -3.1915
H 0.9453 -4.7465 -7.6695
H 2.6027 -4.5404 -7.7668
H 1.6466 -4.1209 -9.1211
H -0.7369 -2.9977 -7.6882
H -0.0667 -2.2226 -9.1394
H -0.2176 -1.2158 -7.7049
H 3.4249 -1.9235 -8.0328
H 2.0295 -0.7137 -8.3780
H 2.3125 -1.9760 -9.4043
F 5.0198 4.8251 5.5470
C 4.1325 3.7847 5.5192
C 4.1760 2.9685 4.3877
C 3.1491 1.9991 4.2955
C 2.0739 2.0243 5.1864
C 2.1671 2.7635 6.4236
C 3.2370 3.6119 6.6115
Sb 0.5362 0.4963 4.7181
C -1.1514 1.6370 5.3320
C -2.3407 0.9574 5.5577
C -3.5877 1.6589 5.5542
C -3.5589 3.0117 5.2432
F -4.7137 3.6656 5.0646
C -2.3416 3.7291 5.1906
C -1.1470 3.0004 5.1003
C 0.6416 -0.7125 6.4826
C 1.2408 -1.9384 6.4309
C 1.1728 -2.8062 7.5436
C 0.4094 -2.3926 8.6397
F 0.1747 -3.3039 9.6317
C -0.1630 -1.1306 8.7334
C -0.0408 -0.3050 7.6278
H 4.9008 3.1010 3.5993
H 3.1589 1.2625 3.4673
H 1.3288 2.7077 7.1812
H 3.3621 4.1678 7.5156
H -2.3972 -0.0647 5.8772
H -4.5533 1.1920 5.7177
H -2.3719 4.8414 5.1302
H -0.2089 3.5119 4.9719
H 1.7276 -2.3649 5.5129
H 1.6465 -3.7723 7.5301
H -0.8399 -0.8474 9.5198
H -0.3933 0.7117 7.7607
C 3.6954 -2.9592 1.9441
S 2.4059 -1.7159 1.8942
O 2.3570 -0.9922 3.1977
O 2.8125 -0.8904 0.7610
O 1.1237 -2.3357 1.5760
H 4.6403 -2.4128 1.8063
H 3.5253 -3.7053 1.1259
H 3.7107 -3.4314 2.9202
```


What did we get for total energy? Answer: -116808.83816; -126605.73051; -87193.70886; -210371.18399 eV, in the order shown.